ORCA calculation (ωB97M-V with the def2-TZVPD basis set) on C57H42FeIN7O3PS3 as an isolated structure.

Last column: Löwdin charge in e.
Positions of all 115 atoms, in Å:
Fe -0.644 0.994 -0.360  0.0928
S -3.855 -2.203 3.342  1.0605
C -4.630 -3.027 4.637  -0.3980
C -4.172 -2.613 5.846  -0.1915
C -3.180 -1.621 5.752  -0.1161
C -2.873 -1.273 4.458  -0.4492
C -1.929 -0.315 3.956  -0.2017
C -1.845 -0.094 2.574  -0.1374
N -1.029 0.747 1.989  0.1128
C -0.196 1.488 2.770  -0.1238
C -0.200 1.365 4.185  -0.1338
C 0.683 2.213 4.926  -0.0240
C 1.487 3.117 4.314  -0.0167
C 1.521 3.249 2.894  -0.1277
C 2.342 4.138 2.198  0.0422
C 2.301 4.198 0.805  -0.1863
C 1.380 3.339 0.164  -0.0947
N 0.627 2.486 0.792  0.0859
C 0.667 2.406 2.137  -0.1390
C 3.152 5.034 0.002  -0.4695
C 3.245 5.083 -1.368  -0.1220
C 4.219 5.981 -1.835  -0.1809
C 4.872 6.623 -0.830  -0.4138
S 4.302 6.134 0.717  1.0402
C -1.065 0.444 4.769  0.0651
H -5.384 -3.757 4.421  0.0604
H -4.533 -3.009 6.779  0.1010
H -2.713 -1.180 6.614  0.1065
H -2.507 -0.654 1.919  0.0536
H 0.692 2.120 6.004  0.1111
H 2.133 3.760 4.895  0.1140
H 3.016 4.784 2.743  0.1021
H 1.248 3.369 -0.905  0.1121
H 2.667 4.456 -2.020  0.1054
H 4.425 6.146 -2.879  0.1013
H 5.665 7.340 -0.909  0.0568
H -1.079 0.314 5.841  0.1184
I -3.272 0.409 -1.090  1.2099
C -4.299 -1.423 -0.563  -0.5141
C -5.670 -1.261 -0.489  -0.1707
C -6.507 -2.355 -0.306  -0.0801
C -5.961 -3.611 -0.248  -0.0330
C -4.566 -3.803 -0.321  -0.1685
C -4.047 -5.112 -0.302  -0.0231
C -2.694 -5.336 -0.349  -0.0551
C -1.820 -4.258 -0.375  -0.0859
C -2.278 -2.944 -0.399  -0.2839
P -0.935 -1.690 -0.273  1.0281
C 0.003 -2.273 1.175  -0.3572
C -0.533 -3.048 2.200  -0.1103
C 0.184 -3.229 3.370  -0.0852
C 1.441 -2.667 3.521  -0.0799
C 1.969 -1.876 2.512  -0.0636
C 1.240 -1.659 1.361  -0.1277
C 0.027 -2.211 -1.738  -0.3603
C 1.274 -2.817 -1.668  -0.0918
C 1.965 -3.120 -2.826  -0.0761
C 1.431 -2.798 -4.062  -0.0829
C 0.194 -2.179 -4.140  -0.0868
C -0.510 -1.899 -2.986  -0.1231
C -3.673 -2.681 -0.428  -0.2124
H -6.081 -0.270 -0.596  0.0769
H -7.574 -2.203 -0.246  0.1065
H -6.595 -4.479 -0.148  0.1121
H -4.743 -5.939 -0.258  0.1129
H -2.301 -6.342 -0.343  0.1086
H -0.753 -4.435 -0.368  0.1122
H -1.511 -3.497 2.097  0.0781
H -0.255 -3.792 4.181  0.1040
H 1.998 -2.829 4.431  0.0991
H 2.922 -1.383 2.627  0.1051
H 1.609 -0.969 0.615  0.0457
H 1.705 -3.050 -0.705  0.0934
H 2.932 -3.597 -2.761  0.0975
H 1.975 -3.033 -4.964  0.0992
H -0.210 -1.903 -5.105  0.1032
H -1.480 -1.422 -3.053  0.0771
N 7.261 -2.928 -2.572  0.0935
C 6.263 -2.077 -2.149  -0.3300
C 5.369 -2.478 -1.150  -0.0378
C 4.399 -1.612 -0.683  -0.0666
C 4.295 -0.342 -1.221  -0.2709
C 5.177 0.077 -2.201  -0.0643
C 6.166 -0.774 -2.653  -0.0257
S 3.121 0.844 -0.570  0.6348
O 3.099 0.685 0.862  -0.3022
O 3.508 2.146 -1.052  -0.3058
N 1.614 0.450 -1.092  -0.0920
C 1.348 0.779 -2.344  -0.4991
N 0.024 0.891 -2.631  0.0790
C -0.309 1.301 -3.839  -0.1630
C 0.633 1.613 -4.803  -0.0669
C 1.958 1.405 -4.434  -0.1319
N 2.318 0.977 -3.248  0.1390
H 7.123 -3.913 -2.412  0.0884
H 7.706 -2.709 -3.449  0.0882
H 5.455 -3.476 -0.738  0.1094
H 3.736 -1.919 0.110  0.0955
H 5.072 1.079 -2.586  0.1048
H 6.876 -0.442 -3.398  0.1066
H -1.374 1.361 -4.036  0.0992
H 0.351 1.971 -5.780  0.0871
H 2.768 1.586 -5.132  0.1073
O -1.474 3.171 -0.778  -0.1664
N -2.674 3.576 -1.007  -0.2586
C -3.104 3.730 -2.282  -0.0560
C -4.405 4.059 -2.565  -0.0505
C -5.314 4.250 -1.528  -0.0652
C -4.848 4.131 -0.222  -0.0511
C -3.536 3.806 0.013  -0.0438
H -2.350 3.567 -3.034  0.1294
H -4.707 4.149 -3.597  0.1130
H -6.344 4.489 -1.732  0.1043
H -5.510 4.277 0.618  0.1132
H -3.112 3.703 1.000  0.1414

As for the expectation value of S²: 0.7608. The multiplicity is 2. The frontier orbital gap (alpha / beta) is 5.71 / 5.19 eV.


ORCA calculation (ωB97M-V with the def2-TZVPD basis set) on C57H43AsN10SeTa as an isolated structure.

Last column: Löwdin charge in e.
Positions of all 113 atoms, in Å:
Ta -14.796 -11.863 14.547  1.5334
C -19.803 -15.149 17.264  -0.0346
C -19.216 -16.270 16.686  -0.0558
C -18.063 -16.205 15.939  0.0050
C -17.491 -14.960 15.881  -0.0995
C -16.225 -14.561 15.216  -0.2583
N -15.541 -15.340 14.400  0.2315
C -14.386 -14.914 13.791  -0.2701
C -13.427 -15.791 13.202  -0.1182
C -13.394 -17.151 12.926  0.0106
C -12.194 -17.583 12.370  -0.0507
C -11.166 -16.739 11.887  -0.0445
C -11.248 -15.373 12.093  0.0114
C -12.380 -14.949 12.797  -0.1287
C -12.661 -13.594 13.196  -0.2862
N -11.925 -12.509 12.997  0.2141
C -12.060 -11.254 13.405  -0.2310
N -13.124 -10.720 14.207  -0.0986
C -12.915 -9.407 14.580  -0.2792
N -13.715 -8.665 15.344  0.2458
C -14.799 -9.085 15.934  -0.2652
N -15.412 -10.333 15.767  -0.0719
C -16.436 -10.506 16.676  -0.2665
N -17.126 -11.596 16.942  0.2230
C -16.984 -12.810 16.373  -0.2419
N -15.953 -13.267 15.577  -0.1087
C -18.011 -13.850 16.554  -0.1263
C -19.175 -13.895 17.243  0.0048
C -16.555 -9.236 17.399  -0.0801
C -17.367 -8.855 18.482  0.0162
C -17.105 -7.616 19.049  -0.0438
C -16.116 -6.764 18.506  -0.0542
C -15.251 -7.163 17.523  0.0150
C -15.512 -8.423 16.971  -0.1144
C -11.678 -9.034 13.975  -0.1175
C -11.099 -7.762 13.905  -0.0091
C -9.905 -7.640 13.240  -0.0391
C -9.359 -8.752 12.495  -0.0171
C -9.958 -10.029 12.502  0.0129
C -11.126 -10.118 13.262  -0.0954
N -13.971 -13.630 13.719  -0.0602
H -20.727 -15.322 17.770  0.1047
H -19.741 -17.201 16.689  0.1073
H -17.559 -17.071 15.482  0.1350
H -14.095 -17.828 13.321  0.1052
H -12.159 -18.669 12.217  0.1144
H -10.297 -17.166 11.463  0.0971
H -10.499 -14.673 11.703  0.1274
H -19.617 -13.009 17.683  0.1260
H -18.163 -9.455 18.850  0.1090
H -17.696 -7.282 19.900  0.1144
H -16.014 -5.759 18.954  0.1222
H -14.437 -6.572 17.142  0.1205
H -11.563 -6.885 14.299  0.1080
H -9.518 -6.643 13.236  0.1015
H -8.475 -8.582 11.937  0.0907
H -9.587 -10.872 11.981  0.1052
C -18.175 -14.013 7.202  -0.0321
C -17.416 -13.206 8.261  -0.2231
C -18.001 -12.093 8.895  -0.0143
C -17.446 -11.431 9.947  -0.2532
C -18.232 -10.268 10.560  -0.0196
C -16.235 -11.977 10.437  -0.3199
As -15.445 -11.224 12.005  1.3460
N -16.422 -11.790 13.504  -0.3511
C -17.699 -12.410 13.376  -0.3595
C -17.737 -13.576 12.587  -0.0462
C -18.913 -14.263 12.490  -0.0590
C -20.045 -13.820 13.151  -0.0678
C -19.958 -12.752 14.007  -0.0645
C -18.795 -11.971 14.092  -0.0357
C -15.290 -9.308 11.915  -0.2995
C -15.894 -8.335 12.751  -0.2529
C -17.148 -8.530 13.578  -0.0414
C -15.355 -7.047 12.775  -0.0078
C -14.206 -6.694 12.060  -0.2546
C -13.622 -5.321 12.196  -0.0303
C -13.707 -7.666 11.220  -0.0142
C -14.260 -8.933 11.084  -0.2817
C -13.624 -9.821 9.996  -0.0300
C -15.586 -13.024 9.830  -0.2819
C -14.280 -13.651 10.337  -0.0399
C -16.157 -13.603 8.682  0.0002
H -17.684 -15.014 7.067  0.0935
H -18.189 -13.490 6.246  0.0826
H -19.204 -14.169 7.469  0.0702
H -18.991 -11.741 8.575  0.1283
H -19.185 -10.178 10.011  0.0904
H -17.685 -9.327 10.395  0.0911
H -18.409 -10.510 11.590  0.0511
H -16.793 -13.952 12.167  0.1120
H -18.956 -15.132 11.871  0.1097
H -20.950 -14.384 13.033  0.1080
H -20.798 -12.514 14.631  0.1081
H -18.672 -11.135 14.774  0.1085
H -17.201 -9.505 14.083  0.0378
H -17.990 -8.411 12.917  0.0772
H -17.250 -7.752 14.336  0.0849
H -15.778 -6.331 13.443  0.1158
H -12.745 -5.262 11.581  0.0711
H -13.339 -5.211 13.270  0.0941
H -14.311 -4.527 11.926  0.0868
H -12.850 -7.430 10.640  0.1155
H -13.329 -9.185 9.200  0.0714
H -14.290 -10.612 9.631  0.0544
H -12.683 -10.296 10.365  0.0931
H -13.559 -12.929 10.757  0.0532
H -13.786 -14.208 9.547  0.0885
H -14.503 -14.344 11.151  0.0676
H -15.674 -14.452 8.166  0.1305
Se -13.487 -12.560 16.823  0.6904
C -12.183 -11.270 16.936  -0.7753
N -11.188 -10.668 16.917  0.0779

As for the charge: +1. The frontier orbital gap (alpha / beta) is 4.43 / 4.43 eV.


Q: What is the formula in the first record?
A: C57H42FeIN7O3PS3